Record 1
{
  "formula": "C5H16N2O3",
  "method": "the ωB97M-V functional and the def2-TZVPD basis",
  "gap_ev": 10.14,
  "smiles": "CCN(C)CC(N)=O.O.O",
  "e_tot_ha": -535.33265,
  "total_charge": 0,
  "spin_multiplicity": 1,
  "elements": ["C", "C", "N", "C", "C", "C", "N", "O", "H", "H", "H", "H", "H", "H", "H", "H", "H", "H", "H", "H", "O", "H", "H", "O", "H", "H"],
  "coordinates": [[0.276, -1.246, 1.746], [-0.720, -0.416, 0.952], [-0.156, 0.151, -0.291], [0.355, 1.485, -0.025], [-1.098, 0.175, -1.388], [-1.443, -1.217, -1.904], [-0.357, -1.937, -2.293], [-2.581, -1.622, -1.975], [0.158, -2.281, 1.446], [0.116, -1.174, 2.824], [1.312, -1.053, 1.472], [-1.565, -1.034, 0.717], [-1.168, 0.420, 1.502], [-0.264, 2.241, 0.438], [1.199, 1.362, 0.662], [0.836, 1.946, -0.889], [-0.603, 0.605, -2.271], [-2.016, 0.752, -1.299], [-0.442, -2.909, -2.520], [0.536, -1.484, -2.342], [0.032, 3.126, 2.954], [0.041, 3.615, 2.123], [0.377, 2.243, 2.791], [2.659, -0.849, -0.640], [1.684, -0.823, -0.599], [2.832, -0.076, -1.192]]
}

Record 2
{
  "formula": "C5H16N2S",
  "method": "the ωB97M-V functional and the def2-TZVPD basis",
  "gap_ev": 8.88,
  "e_tot_ha": -707.71249,
  "total_charge": 0,
  "spin_multiplicity": 1,
  "elements": ["C", "N", "C", "N", "H", "H", "H", "H", "H", "H", "H", "H", "H", "C", "C", "C", "S", "H", "H", "H", "H", "H", "H", "H"],
  "coordinates": [[-1.164, -2.159, -0.319], [-1.355, -2.315, -1.786], [0.295, -2.413, -0.010], [0.729, -2.207, 1.369], [-1.763, -2.902, 0.221], [-1.422, -1.127, -0.052], [-1.173, -3.301, -1.965], [-2.335, -2.189, -2.027], [0.905, -1.757, -0.650], [0.614, -3.413, -0.306], [1.269, 0.002, 0.472], [0.559, -1.234, 1.633], [0.154, -2.781, 1.978], [0.724, 2.035, -1.821], [0.231, 2.933, -0.685], [0.697, 2.476, 0.695], [-0.059, 0.953, 1.353], [1.796, 1.814, -1.718], [0.595, 2.435, -2.834], [0.210, 1.069, -1.745], [0.550, 3.963, -0.798], [-0.859, 2.975, -0.658], [0.486, 3.271, 1.423], [1.778, 2.348, 0.722]]
}

Record 3
{
  "formula": "C5H16N3",
  "method": "the ωB97M-V functional and the def2-TZVPD basis",
  "gap_ev": 11.11,
  "e_tot_ha": -364.08103,
  "total_charge": 1,
  "spin_multiplicity": 1,
  "elements": ["C", "C", "C", "N", "N", "N", "H", "H", "H", "H", "H", "H", "H", "H", "H", "H", "C", "C", "H", "H", "H", "H", "H", "H"],
  "coordinates": [[-1.810, 0.288, -0.032], [-1.754, 1.531, 0.986], [-0.218, -1.473, -0.801], [-0.690, -0.635, 0.177], [-0.579, -1.350, -2.107], [0.768, -2.450, -0.771], [-2.685, -0.154, 0.488], [-2.047, 0.289, -1.054], [-1.746, 1.098, 2.067], [-2.719, 2.148, 0.901], [-0.376, -0.643, 1.212], [-1.362, -0.823, -2.490], [-0.256, -1.997, -2.849], [0.924, -2.867, 0.057], [1.525, -2.400, -1.438], [-0.785, 2.043, 0.816], [1.539, 2.452, 1.041], [2.385, 1.151, 1.168], [1.085, 2.795, 0.054], [0.849, 2.289, 1.859], [2.193, 3.302, 1.296], [2.342, 0.770, 2.290], [3.517, 1.241, 1.001], [2.199, 0.259, 0.521]]
}

Record 4
{
  "formula": "C5H16N3",
  "method": "the ωB97M-V functional and the def2-TZVPD basis",
  "gap_ev": 8.76,
  "e_tot_ha": -364.12214,
  "total_charge": 1,
  "spin_multiplicity": 1,
  "elements": ["C", "C", "N", "N", "H", "H", "H", "H", "H", "H", "H", "C", "C", "N", "C", "H", "H", "H", "H", "H", "H", "H", "H", "H"],
  "coordinates": [[1.584, 0.401, 0.804], [1.982, -0.795, 0.364], [2.996, -1.034, -0.559], [0.540, 0.569, 1.773], [1.982, 1.288, 0.330], [1.530, -1.690, 0.785], [2.876, -1.806, -1.205], [3.166, -0.234, -1.158], [-0.805, 0.560, 0.649], [0.780, 1.338, 2.390], [0.399, -0.220, 2.400], [-1.151, 1.449, -1.929], [-1.471, 0.124, -1.335], [-1.705, 0.256, 0.148], [-2.139, -0.993, 0.798], [-1.035, 1.428, -3.011], [-0.209, 1.857, -1.550], [-1.888, 2.235, -1.750], [-0.728, -0.664, -1.451], [-2.378, -0.314, -1.764], [-2.413, 0.986, 0.225], [-2.260, -0.871, 1.868], [-3.016, -1.403, 0.304], [-1.335, -1.720, 0.655]]
}

Record 5
{
  "formula": "C5H16N3",
  "method": "the ωB97M-V functional and the def2-TZVPD basis",
  "gap_ev": 10.61,
  "e_tot_ha": -364.11916,
  "total_charge": 1,
  "spin_multiplicity": 1,
  "elements": ["C", "C", "N", "N", "N", "H", "H", "H", "H", "H", "H", "H", "H", "C", "C", "C", "H", "H", "H", "H", "H", "H", "H", "H"],
  "coordinates": [[-0.405, 0.029, -2.405], [-0.276, -2.088, -1.149], [0.316, -1.051, -1.733], [-1.613, -2.124, -0.971], [0.450, -3.181, -0.906], [1.322, -1.017, -1.834], [-2.051, -1.254, -0.714], [-1.965, -2.881, -0.390], [1.432, -3.221, -1.108], [0.096, -3.879, -0.266], [-0.417, -0.331, -3.444], [-0.069, 1.061, -2.281], [-1.367, 0.167, -1.914], [0.728, 1.276, 1.495], [0.391, 2.598, 0.750], [0.216, 1.379, 3.001], [1.692, 0.784, 1.435], [0.296, 0.504, 0.843], [-0.321, 2.374, -0.058], [-0.054, 3.330, 1.489], [0.661, 2.353, 3.213], [0.583, 0.639, 3.691], [1.207, 3.227, 0.356], [-0.854, 1.305, 2.899]]
}

Record 6
{
  "formula": "C5H16N3S",
  "method": "the ωB97M-V functional and the def2-TZVPD basis",
  "gap_ev": 8.89,
  "e_tot_ha": -762.33875,
  "total_charge": 1,
  "spin_multiplicity": 1,
  "elements": ["C", "C", "N", "N", "N", "H", "H", "H", "H", "H", "H", "H", "H", "C", "C", "C", "S", "H", "H", "H", "H", "H", "H", "H", "H"],
  "coordinates": [[-1.400, -2.840, 0.129], [0.824, -1.981, -0.099], [-0.116, -2.799, -0.573], [0.789, -1.541, 1.154], [1.830, -1.557, -0.875], [0.068, -3.496, -1.270], [-0.029, -1.820, 1.649], [1.318, -0.730, 1.378], [2.038, -2.032, -1.727], [2.509, -0.916, -0.497], [-1.752, -1.844, 0.377], [-1.378, -3.533, 0.981], [-2.136, -3.325, -0.511], [0.180, 2.733, -0.487], [1.694, 2.983, -0.219], [-2.191, 1.518, 0.572], [-0.414, 1.277, 0.407], [-0.349, 3.657, -0.254], [0.076, 2.495, -1.546], [2.082, 2.085, 0.263], [1.883, 3.778, 0.490], [-2.578, 2.198, -0.190], [-2.763, 0.594, 0.520], [-2.382, 2.042, 1.510], [2.196, 3.055, -1.180]]
}

Record 7
{
  "formula": "C5H16N4",
  "method": "the ωB97M-V functional and the def2-TZVPD basis",
  "gap_ev": 8.56,
  "smiles": "C/N=C(/C)N.CCNN",
  "e_tot_ha": -418.98477,
  "total_charge": 0,
  "spin_multiplicity": 1,
  "elements": ["C", "N", "C", "C", "N", "H", "H", "H", "H", "H", "H", "H", "H", "C", "C", "N", "N", "H", "H", "H", "H", "H", "H", "H", "H"],
  "coordinates": [[1.681, 2.024, 0.877], [1.296, 1.115, -0.165], [1.089, -0.170, 0.094], [1.994, -1.129, -0.658], [0.760, -0.637, 1.390], [1.965, 2.985, 0.443], [0.856, 2.201, 1.589], [2.529, 1.693, 1.495], [2.956, -0.657, -0.850], [1.538, -1.308, -1.631], [2.141, -2.101, -0.185], [1.180, -0.213, 2.201], [-0.238, -0.671, 1.544], [-2.079, 1.100, 0.186], [-1.853, 0.371, -1.117], [-0.780, -0.914, -0.949], [-1.302, -1.998, -0.205], [-1.310, 1.855, 0.326], [-3.017, 1.655, 0.131], [-2.119, 0.415, 1.031], [-1.536, 1.010, -1.935], [-2.773, -0.162, -1.391], [-0.652, -1.208, -1.918], [-0.608, -2.455, 0.378], [-1.719, -2.801, -0.682]]
}

Record 8
{
  "formula": "C5H16NO",
  "method": "the ωB97M-V functional and the def2-TZVPD basis",
  "gap_ev": 5.29,
  "e_tot_ha": -329.71074,
  "total_charge": 1,
  "spin_multiplicity": 1,
  "elements": ["C", "C", "C", "C", "C", "N", "H", "H", "H", "H", "H", "H", "H", "H", "H", "H", "H", "H", "H", "H", "H", "H", "O"],
  "coordinates": [[0.674, 1.056, 2.066], [1.594, 0.308, 1.049], [0.899, -0.723, 0.301], [0.946, -0.879, -1.133], [2.395, -0.948, -1.651], [-4.411, 0.137, -0.253], [0.541, 2.089, 1.807], [1.195, 1.214, 3.016], [2.135, 0.948, 0.349], [2.360, -0.215, 1.634], [0.847, -1.662, 0.862], [-0.761, 0.634, -0.090], [0.421, -1.741, -1.529], [0.498, 0.027, -1.554], [2.932, -0.005, -1.497], [2.347, -0.985, -2.728], [3.077, -1.707, -1.271], [-0.207, 0.470, 2.266], [-4.515, -0.666, -0.845], [-5.117, 0.797, -0.524], [-2.406, 0.455, -0.571], [-3.779, 0.473, 0.441], [-1.666, 0.923, -0.145]]
}